ORCA calculation (ωB97M-V/def2-TZVPD) on C30H42IrN4OS3 as an isolated structure.

Structure (XYZ):
```
81
C30H42IrN4OS3, DFT ωB97M-V/def2-TZVPD
Ir 0.343 -0.531 -0.105
C 2.857 0.949 -0.978
N 2.470 -0.332 -0.331
C 2.950 -0.372 1.089
C 2.211 -1.456 1.847
N 0.745 -1.151 1.836
C 0.432 -0.098 2.850
C -0.106 -2.300 2.164
C 0.265 -3.275 3.060
C -0.663 -4.251 3.421
C -1.959 -4.233 2.915
C -2.336 -3.249 2.022
C -1.404 -2.284 1.619
S -1.800 -1.133 0.396
C 3.055 -1.480 -1.062
C 4.396 -1.463 -1.433
C 4.948 -2.546 -2.094
C 4.162 -3.656 -2.381
C 2.835 -3.682 -1.999
C 2.273 -2.593 -1.331
S 0.598 -2.687 -0.800
H 3.935 1.095 -0.941
H 2.361 1.765 -0.460
H 2.523 0.927 -2.010
H 2.769 0.605 1.527
H 4.024 -0.562 1.115
H 2.582 -1.522 2.871
H 2.347 -2.420 1.357
H 0.860 -0.385 3.811
H -0.647 -0.006 2.947
H 0.828 0.846 2.510
H 1.256 -3.294 3.492
H -0.369 -5.026 4.116
H -2.667 -4.993 3.214
H -3.334 -3.229 1.603
H 5.023 -0.610 -1.214
H 5.988 -2.522 -2.386
H 4.588 -4.503 -2.902
H 2.219 -4.546 -2.213
C 1.295 3.179 3.409
C 1.620 3.195 1.921
N 0.567 3.756 1.088
C 0.388 5.217 1.194
C -0.722 5.658 2.141
C -0.207 2.999 0.297
C -1.181 3.745 -0.588
N -0.158 1.690 0.181
H 2.092 2.681 3.962
H 0.351 2.674 3.617
H 1.218 4.193 3.799
H 1.821 2.201 1.537
H 2.525 3.786 1.763
H 0.231 5.635 0.202
H 1.342 5.614 1.540
H -1.694 5.258 1.852
H -0.795 6.745 2.132
H -0.528 5.345 3.165
H -0.642 4.393 -1.279
H -1.863 4.367 -0.014
H -1.771 3.042 -1.170
H -0.845 1.486 -0.535
C -6.304 -1.598 -1.946
C -4.853 -1.370 -2.255
C -4.314 -0.081 -2.262
C -2.982 0.132 -2.564
C -2.172 -0.960 -2.858
C -2.679 -2.254 -2.841
C -4.018 -2.448 -2.546
S -0.455 -0.774 -3.204
C -0.482 0.393 -4.549
O 0.121 0.135 -2.073
H -6.834 -0.660 -1.798
H -6.416 -2.200 -1.043
H -6.788 -2.140 -2.758
H -4.955 0.763 -2.041
H -2.577 1.138 -2.570
H -2.031 -3.095 -3.056
H -4.424 -3.452 -2.546
H -1.070 1.267 -4.278
H -0.913 -0.114 -5.411
H 0.550 0.666 -4.755
```

Results
Charge: +2
Multiplicity: 2
ΔE to the lowest compared entry with this formula, charge and spin (kcal/mol): 0.0
E_HOMO (spin up / spin down) (Eh): -0.47476 / -0.47231
Lowest unoccupied orbital energy (spin up / spin down) (eV): -4.67 / -7.96